(1)
ORCA calculation (wB97M-V/def2-TZVPD) on a molecular structure, C5H13NO2 in a non-equilibrium geometry.

Geometry as XYZ:
```
21
Properties=species:S:1:pos:R:3
N 0.390 0.793 -1.190
C -1.062 1.049 -0.981
C -1.244 1.233 0.552
C 0.170 1.549 0.991
C 0.951 0.509 0.156
C 0.767 -0.915 0.663
O 1.504 -0.916 2.137
H 0.576 0.009 -1.804
H -1.653 0.211 -1.336
H -1.403 1.960 -1.478
H -1.444 0.226 0.912
H -2.023 1.963 0.745
H 0.521 2.574 0.868
H 0.365 1.301 2.037
H 2.020 0.720 0.124
H -0.256 -1.299 0.663
H 1.480 -1.561 0.159
H 0.718 -1.366 1.949
H 0.113 -2.643 -0.971
H -0.184 -3.056 -2.413
O -0.303 -2.341 -1.782
```

Its total charge is 0.


(2)
ORCA calculation (wB97M-V/def2-TZVPD) on a single CHN3O2 molecule in a non-equilibrium geometry.

Geometry as XYZ:
```
7
Properties=species:S:1:pos:R:3
O -1.087 -1.001 -1.303
C -0.316 -0.411 -0.574
N 0.818 -0.880 0.227
N 1.056 0.008 1.142
N 0.406 1.189 0.746
O -0.634 0.849 -0.322
H -0.297 1.462 1.638
```

Its SMILES is O=c1nn[nH]o1. Its total charge is 0.


(3)
ORCA calculation (wB97M-V/def2-TZVPD) on a molecular structure, C3H2BrI in a non-equilibrium geometry.

Geometry as XYZ:
```
7
Properties=species:S:1:pos:R:3
C -1.098 -1.512 0.922
C -0.164 -0.815 0.634
C 0.657 1.091 -0.393
Br 2.538 0.954 -0.608
I -0.494 1.019 -2.132
H -1.706 -2.362 1.216
H 0.268 1.625 0.361
```

Its total charge is 0.


(4)
ORCA calculation (wB97M-V/def2-TZVPD) on a gas-phase ion, C7H9N2O2 (charge +1) in a non-equilibrium geometry.

Geometry as XYZ:
```
20
Properties=species:S:1:pos:R:3
N -1.117 0.430 1.431
C 0.105 -0.058 1.280
C 1.044 0.191 0.266
C 0.985 0.982 -0.838
O 1.710 1.221 -1.760
O -0.511 1.451 -1.120
C -0.891 1.167 -2.272
N -2.147 1.369 -2.609
C 2.253 -0.713 0.482
C 1.822 -1.529 1.696
C 0.617 -1.083 2.151
H -1.863 0.079 2.025
H -1.421 1.356 1.102
H -0.309 0.876 -3.068
H -2.583 1.790 -1.800
H -2.358 1.327 -3.589
H 3.096 -0.070 0.561
H 2.269 -1.356 -0.513
H 2.483 -2.339 2.043
H 0.272 -1.614 2.967
```

Its SMILES is NC1=C(C(=O)OC=[NH2+])CC=C1. Its total charge is +1.


(5)
ORCA calculation (wB97M-V/def2-TZVPD) on 10 unconnected molecules or ions with the total composition C9H36ClN18O13 in a non-equilibrium geometry.

Geometry as XYZ:
```
77
Properties=species:S:1:pos:R:3
Cl -0.484 0.417 -0.185
O -1.774 0.836 -0.693
O -0.808 -0.664 0.727
O 0.493 0.009 -1.234
O 0.182 1.429 0.596
C -3.245 3.987 -0.341
O -4.358 4.361 -0.583
N -2.835 3.702 0.835
N -2.279 3.833 -1.161
H -3.343 4.008 1.652
H -1.882 3.377 0.914
H -2.268 4.268 -2.072
H -1.464 3.331 -0.838
C -0.874 2.544 4.129
O -1.810 3.079 3.568
N -0.411 2.820 5.270
N -0.255 1.513 3.595
H -0.778 3.715 5.562
H -0.112 2.125 5.938
H -0.589 1.196 2.696
H 0.399 0.948 4.117
C -4.152 -2.732 0.149
O -4.656 -3.791 0.120
N -4.473 -1.679 0.843
N -3.052 -2.492 -0.470
H -5.245 -1.687 1.495
H -3.836 -0.900 0.751
H -2.629 -3.195 -1.058
H -2.367 -1.989 0.076
C 2.419 -0.769 3.846
O 1.483 -0.357 4.524
N 3.581 -1.277 4.166
N 2.338 -0.885 2.543
H 3.770 -1.378 5.153
H 4.284 -1.568 3.502
H 1.468 -0.509 2.193
H 3.004 -1.426 2.011
C -5.723 1.092 -0.191
O -5.358 1.106 0.981
N -4.873 0.847 -1.171
N -6.910 1.515 -0.576
H -5.081 0.701 -2.148
H -3.943 0.635 -0.839
H -7.568 1.756 0.152
H -7.031 1.863 -1.516
C 4.410 0.372 0.737
O 4.190 -0.805 0.474
N 3.512 1.253 0.979
N 5.676 0.606 0.811
H 2.707 0.796 0.574
H 3.807 2.168 0.668
H 5.878 1.549 1.111
H 6.286 -0.193 0.907
C -0.512 -1.368 -4.840
O -0.917 -1.139 -5.951
N -1.196 -1.129 -3.718
N 0.689 -1.808 -4.570
H -0.556 -0.891 -2.974
H -2.183 -0.916 -3.694
H 0.929 -2.181 -3.663
H 1.299 -2.025 -5.345
C 3.821 0.641 -3.176
O 3.164 1.287 -3.927
N 3.256 -0.090 -2.276
N 5.113 0.347 -3.351
H 3.761 -0.751 -1.703
H 2.266 -0.025 -2.089
H 5.683 0.891 -3.982
H 5.509 -0.288 -2.673
C 1.731 -3.619 -1.120
O 1.117 -3.301 -2.115
N 2.417 -4.675 -0.925
N 1.871 -2.885 -0.031
H 2.543 -5.365 -1.652
H 2.807 -4.996 -0.050
H 1.411 -1.989 -0.114
H 2.553 -3.190 0.648
```

Its total charge is -1.


(6)
ORCA calculation (wB97M-V/def2-TZVPD) on a molecular structure, C3H4ClNS in a non-equilibrium geometry.

Geometry as XYZ:
```
10
Properties=species:S:1:pos:R:3
C 0.448 1.176 0.042
C 0.168 -0.143 -0.134
C -1.189 -0.711 0.298
H 2.109 2.719 0.511
H 2.321 0.961 -0.107
H -0.238 2.095 0.480
H -1.119 -1.763 1.131
N 1.697 1.686 -0.037
S -2.548 0.103 -0.121
Cl 1.721 -1.141 -0.062
```

Its total charge is 0.


We obtain energy relative to the best compared isomer or geometry (same formula, charge and spin) values of 4.029; 2.855; 3.480; 1.759; 5.322; 2.990 eV for the records listed above, in that order.
We obtain Kohn-Sham gap values of 9.14; 10.03; 8.34; 8.62; 8.02; 8.09 eV for the records listed above, in that order.
We obtain HOMO energy values of -8.7; -11.2; -9.6; -12.4; -6.4; -8.5 eV for the records listed above, in that order.